# 1
{"formula": "C8H10N2O2", "method": "ωB97M-V/def2-TZVPD", "symbols": ["C", "N", "N", "C", "C", "C", "C", "C", "C", "H", "H", "H", "H", "H", "H", "H", "H", "H", "H", "O", "C", "O"], "positions_angstrom": [[2.914, 1.347, 0.281], [2.035, 0.361, -0.757], [2.812, -0.641, -1.226], [0.749, -0.039, -0.220], [-0.108, 0.986, 0.324], [-1.435, 0.657, 0.644], [-1.787, -0.660, 0.615], [-0.954, -1.668, 0.140], [0.299, -1.316, -0.289], [2.155, 2.010, 0.721], [3.216, 0.751, 1.154], [3.691, 1.738, -0.379], [3.085, -1.530, -0.671], [2.740, -0.690, -2.199], [0.321, 1.895, 0.432], [-2.064, 1.393, 1.065], [-2.671, -1.013, 1.099], [-1.141, -2.739, 0.227], [1.005, -2.038, -0.682], [-4.776, 0.896, -1.104], [-4.966, 0.425, -0.090], [-5.119, -0.125, 0.915]], "lowdin_charge": [0.03, -0.19, -0.05, -0.22, 0.00, -0.08, -0.12, -0.08, -0.07, 0.04, 0.07, 0.07, 0.14, 0.07, 0.05, 0.09, 0.09, 0.11, 0.09, 0.23, -0.45, 0.20], "lumo_ev": 0.68, "smiles": "CN(N)c1ccccc1.O=C=O", "e_tot_ha": -570.77817, "gap_ha": 0.321}



# 2
{"formula": "C8H10N2O2PPdS4", "method": "ωB97M-V/def2-TZVPD", "symbols": ["Pd", "C", "C", "O", "P", "S", "S", "O", "C", "C", "H", "H", "H", "H", "H", "H", "H", "H", "H", "H", "S", "C", "S", "C", "C", "N", "C", "N"], "positions_angstrom": [[-1.368, 0.027, 0.471], [3.016, -2.564, 0.896], [2.193, -2.440, -0.370], [0.912, -1.903, -0.063], [0.551, -0.384, -0.533], [-2.562, -1.742, 0.137], [2.033, 0.828, -0.168], [0.459, -0.579, -2.149], [-0.641, -1.291, -2.717], [-1.666, -0.325, -3.266], [3.971, -3.054, 0.687], [2.475, -3.153, 1.638], [3.204, -1.574, 1.307], [2.020, -3.422, -0.825], [2.705, -1.807, -1.101], [-1.092, -1.954, -1.972], [-0.216, -1.908, -3.517], [-2.084, 0.274, -2.451], [-2.487, -0.869, -3.741], [-1.208, 0.339, -4.003], [-1.169, 0.873, 2.845], [-1.194, 2.432, 2.137], [-1.102, 2.355, 0.411], [-1.283, 3.633, 2.843], [-1.294, 4.882, 2.179], [-1.306, 5.921, 1.674], [-1.387, 3.666, 4.250], [-1.479, 3.738, 5.400]], "lowdin_charge": [0.01, -0.10, -0.36, -0.39, 0.11, -0.19, 0.16, -0.38, -0.36, -0.11, 0.06, 0.07, 0.05, 0.11, 0.08, 0.01, 0.11, 0.05, 0.07, 0.07, 0.47, -1.18, 0.46, -0.42, -0.30, 0.10, -0.30, 0.10], "s_squared": 0.766, "spin_multiplicity": 2, "lumo_ev": [5.01, 4.75], "charge": -2, "e_tot_ha": -2632.95484, "gap_ha": [0.229, 0.228]}



# 3
{"formula": "C8H10N2O3", "method": "ωB97M-V/def2-TZVPD", "symbols": ["C", "C", "O", "O", "C", "C", "C", "C", "N", "C", "C", "O", "N", "H", "H", "H", "H", "H", "H", "H", "H", "H", "H"], "positions_angstrom": [[0.658, -2.940, 2.347], [1.751, -2.877, 1.280], [2.587, -3.721, 1.497], [1.789, -2.076, 0.188], [0.874, -1.074, -0.010], [0.967, -0.405, -1.273], [0.062, 0.610, -1.250], [-0.085, 1.560, -2.426], [-0.465, 0.577, 0.048], [-1.285, 1.561, 0.629], [-1.814, 2.800, -0.121], [-1.732, 1.435, 1.775], [0.012, -0.503, 0.773], [-0.324, -3.135, 1.866], [0.586, -1.990, 2.870], [0.854, -3.768, 3.072], [1.614, -0.728, -2.086], [0.195, 2.574, -2.132], [0.630, 1.285, -3.219], [-1.078, 1.498, -2.900], [-2.468, 3.388, 0.513], [-0.954, 3.441, -0.426], [-2.374, 2.486, -1.017]], "lowdin_charge": [-0.01, -0.47, 0.10, 0.13, -0.30, 0.04, -0.21, -0.03, -0.01, -0.38, 0.00, 0.06, 0.19, 0.09, 0.07, 0.10, 0.13, 0.07, 0.09, 0.09, 0.08, 0.09, 0.08], "lumo_ev": 0.45, "smiles": "CC(=O)Oc1cc(C)n(C(C)=O)n1", "e_tot_ha": -646.04161, "gap_ha": 0.380}



# 4
{"formula": "C8H10N2O3", "method": "ωB97M-V/def2-TZVPD", "symbols": ["C", "O", "C", "C", "C", "C", "C", "C", "O", "N", "N", "C", "O", "H", "H", "H", "H", "H", "H", "H", "H", "H", "H"], "positions_angstrom": [[-3.078, -0.937, 0.910], [-2.254, -0.898, -0.305], [-1.336, 0.066, -0.196], [-1.527, 1.407, -0.580], [-0.461, 2.273, -0.525], [0.834, 1.918, 0.028], [0.966, 0.586, 0.269], [2.340, 0.148, 0.610], [2.880, 0.612, 1.653], [2.980, -0.761, -0.207], [2.597, -1.423, -1.372], [-0.018, -0.285, 0.142], [0.127, -1.576, 0.409], [-3.350, -2.019, 1.268], [-2.560, -0.424, 1.798], [-4.017, -0.474, 0.625], [-2.515, 1.625, -1.006], [-0.564, 3.296, -0.882], [1.565, 2.648, 0.297], [3.758, -1.198, 0.291], [1.537, -1.725, -1.372], [2.836, -0.741, -2.038], [-0.742, -2.119, 0.182]], "lowdin_charge": [-0.04, -0.11, -0.29, 0.00, -0.06, 0.03, -0.15, -0.39, 0.03, -0.03, 0.03, -0.28, 0.06, 0.12, 0.13, 0.08, 0.13, 0.10, 0.12, 0.15, 0.13, 0.06, 0.19], "lumo_ev": 0.52, "smiles": "COc1cccc(C(=O)NN)c1O", "e_tot_ha": -645.99459, "gap_ha": 0.338}



# 5
{"formula": "C8H10N2S", "method": "ωB97M-V/def2-TZVPD", "symbols": ["C", "C", "C", "C", "C", "C", "C", "C", "N", "N", "S", "H", "H", "H", "H", "H", "H", "H", "H", "H", "H"], "positions_angstrom": [[-0.394, -0.289, -0.465], [-1.385, 0.169, -2.963], [1.457, -0.618, -1.874], [2.642, -0.192, -2.113], [0.877, -0.361, 2.142], [-0.895, 0.158, 0.666], [-0.272, 0.253, 1.946], [-1.061, 0.849, 3.125], [-2.550, -0.139, -2.735], [0.627, -0.941, -0.901], [-0.025, 0.546, -3.577], [2.928, 0.316, -3.044], [3.625, -0.256, -1.544], [1.291, -0.369, 3.188], [1.557, -0.687, 1.365], [-1.974, 0.438, 0.588], [-1.938, 1.347, 2.717], [-0.506, 1.808, 3.492], [-1.155, 0.043, 3.840], [-3.362, -0.124, -3.293], [0.512, -1.952, -0.560]], "lowdin_charge": [-0.11, -0.82, -0.30, -0.05, 0.03, -0.09, -0.38, -0.05, 0.07, -0.02, 0.84, 0.04, 0.08, 0.09, 0.05, 0.12, 0.06, 0.11, 0.07, 0.05, 0.22], "lumo_ev": [0.19, 0.19], "e_tot_ha": -818.26262, "gap_ha": [0.261, 0.261]}



# 6
{"formula": "C8H10N2STi", "method": "ωB97M-V/def2-TZVPD", "symbols": ["C", "C", "C", "C", "C", "Ti", "N", "C", "C", "H", "H", "H", "H", "H", "H", "H", "H", "H", "H", "S", "C", "N"], "positions_angstrom": [[-0.859, 0.964, -1.667], [0.541, 0.786, -1.939], [1.292, 1.584, -1.013], [0.357, 2.275, -0.160], [-0.981, 1.881, -0.557], [0.049, 0.071, 0.288], [-1.341, -1.106, 0.514], [-0.368, -2.205, 0.209], [0.830, -1.625, -0.563], [2.370, 1.661, -0.973], [0.959, 0.159, -2.716], [0.610, 2.959, 0.637], [-1.902, 2.256, -0.143], [-1.674, 0.526, -2.226], [0.835, -1.885, -1.620], [-0.880, -2.963, -0.409], [-2.302, -1.200, 0.821], [1.839, -1.813, -0.183], [-0.004, -2.678, 1.144], [-0.022, 0.002, 4.930], [0.247, 0.128, 3.410], [0.406, 0.224, 2.213]], "lowdin_charge": [-0.14, -0.15, -0.14, -0.17, -0.17, 0.87, -0.14, -0.34, -0.21, 0.11, 0.11, 0.11, 0.11, 0.11, 0.05, 0.11, 0.08, 0.06, 0.10, 0.66, -0.96, -0.06], "lumo_ev": 0.06, "e_tot_ha": -1668.00453, "gap_ha": 0.306}



# 7
{"formula": "C8H10N3O", "method": "ωB97M-V/def2-TZVPD", "symbols": ["C", "C", "C", "C", "C", "C", "C", "C", "N", "N", "N", "O", "H", "H", "H", "H", "H", "H", "H", "H", "H", "H"], "positions_angstrom": [[0.277, 1.881, -0.322], [1.064, 0.753, -0.444], [-1.017, 1.828, 0.351], [-1.485, 0.708, 0.971], [-0.460, -0.857, 0.512], [-2.125, 2.708, 0.494], [-0.909, -2.182, 0.948], [1.447, -1.589, -0.811], [-3.060, 2.050, 1.232], [0.618, -0.525, -0.195], [-2.399, 3.924, 0.020], [-2.628, 0.784, 1.498], [0.659, 2.831, -0.584], [2.014, 0.926, -0.727], [-0.353, -2.660, 1.705], [-1.938, -2.117, 1.212], [-0.955, -2.896, 0.163], [1.588, -1.176, -1.869], [2.376, -1.617, -0.331], [0.895, -2.578, -0.758], [-1.622, 4.485, -0.261], [-3.361, 4.192, 0.121]], "lowdin_charge": [0.08, -0.05, -0.10, -0.08, 0.06, -0.32, 0.00, 0.05, 0.13, -0.09, 0.18, 0.06, 0.11, 0.10, 0.10, 0.09, 0.09, 0.14, 0.09, 0.12, 0.11, 0.13], "lumo_ev": [-4.54, -4.54], "charge": 1, "e_tot_ha": -549.95903, "gap_ha": [0.294, 0.294]}



# 8
{"formula": "C8H10N3O", "method": "ωB97M-V/def2-TZVPD", "symbols": ["C", "C", "C", "C", "C", "C", "C", "C", "N", "N", "N", "O", "H", "H", "H", "H", "H", "H", "H", "H", "H", "H"], "positions_angstrom": [[-0.618, -1.271, -0.096], [0.706, -1.166, -0.188], [-1.718, -0.305, -0.061], [-1.630, 1.073, -0.349], [1.357, 1.135, 0.035], [-3.125, -0.453, 0.020], [1.943, 2.480, 0.217], [3.060, -0.418, -0.055], [-3.695, 0.689, -0.303], [1.641, -0.046, -0.030], [-3.782, -1.621, 0.306], [-2.829, 1.660, -0.468], [-0.859, -2.326, -0.088], [1.169, -2.197, -0.212], [2.154, 2.950, -0.767], [1.212, 3.000, 0.822], [2.918, 2.444, 0.660], [2.900, -1.441, 0.394], [3.513, -0.299, -1.114], [3.612, 0.213, 0.625], [-3.224, -2.327, 0.773], [-4.703, -1.775, -0.121]], "lowdin_charge": [-0.01, -0.04, -0.14, 0.13, 0.05, -0.36, 0.01, 0.03, 0.08, -0.10, 0.15, 0.01, 0.12, 0.14, 0.13, 0.10, 0.08, 0.12, 0.16, 0.09, 0.10, 0.13], "lumo_ev": [-5.24, -5.27], "charge": 1, "e_tot_ha": -549.80797, "gap_ha": [0.261, 0.259]}